(a)
Here is one molecule with the formula C3H6O2 from the OMol25 dataset. Energies are from the ωB97M-V functional and the def2-TZVPD basis.

```
11
Properties=species:S:1:pos:R:3:mulliken_charge:R:1
C -0.86930 -0.29017 0.70475 -0.41
C 0.35215 0.48699 0.01750 0.15
C 1.49340 -0.24831 -0.44953 -0.41
H -2.26941 0.68868 -0.30077 0.33
H -0.92750 -1.18638 -0.04809 0.23
H -0.67971 -0.77596 1.74201 0.27
H 0.48014 1.59627 0.24045 0.27
H 2.36027 0.36623 -0.60996 0.25
H 1.58478 -1.35953 -0.63139 0.24
O -2.01483 0.56217 0.67315 -0.52
O 0.48999 0.16002 -1.33811 -0.40
```

Properties
Structure (SMILES)   OC[C@H]1CO1
HOMO energy   -10.15 eV

---

(b)
Here is one molecule with the formula C3H6O2 from the OMol25 dataset. Energies are from the ωB97M-V functional and the def2-TZVPD basis.

```
11
Properties=species:S:1:pos:R:3:mulliken_charge:R:1
C 0.29491 0.83653 -0.01931 -0.21
C -1.15468 0.44114 -0.30326 -0.99
C 1.05196 -0.44701 0.11011 0.48
O 0.22736 -1.48465 0.69312 -0.49
O 2.16033 -0.68688 -0.25981 -0.51
H 0.71395 -2.32287 0.66852 0.32
H 0.74499 1.43914 -0.81041 0.26
H 0.37483 1.35404 0.93967 0.25
H -1.82285 1.27353 -0.09867 0.32
H -1.27071 0.09134 -1.32513 0.29
H -1.32009 -0.49431 0.40518 0.29
```

Properties
Structure (SMILES)   CCC(=O)O
HOMO energy   -10.54 eV

---

So which one is most stable? That would be (b), about 56.4 kcal/mol below the next structure.

---

(a)
Here is a 2-piece molecular cluster, C3H6O2 overall from the OMol25 dataset. Energies are from the ωB97M-V functional and the def2-TZVPD basis.

```
11
Properties=species:S:1:pos:R:3:mulliken_charge:R:1
O -1.09752 2.39699 1.93322 -0.38
C -1.29035 2.23859 0.76562 -0.10
H -0.50027 2.44468 0.02276 0.22
H -2.27337 1.99643 0.36268 0.25
O 1.34280 -2.19797 1.01455 -0.44
C 0.56012 -1.84921 0.18378 0.15
C 0.88239 -0.92204 -0.95125 -0.65
H -0.49470 -2.17367 0.24649 0.31
H 0.30678 -0.02235 -0.74658 0.04
H 1.91459 -0.61336 -0.88964 0.29
H 0.64954 -1.29809 -1.94163 0.30
```

Properties
Structure (SMILES)   CC=O.C=O
HOMO energy   -10.03 eV

---

(b)
Here is one molecule with the formula C3H6O2 from the OMol25 dataset. Energies are from the ωB97M-V functional and the def2-TZVPD basis.

```
11
Properties=species:S:1:pos:R:3:mulliken_charge:R:1
C 1.48639 -0.38056 1.15815 -0.56
O 0.52105 -0.66883 0.12956 -0.24
C -0.35126 0.22698 -0.18488 0.24
C -1.35691 0.09613 -1.24682 -0.28
O -2.51487 0.54810 -0.88372 -0.72
H 2.41952 -0.08772 0.67353 0.26
H 1.11953 0.41753 1.80951 0.35
H 1.62551 -1.30133 1.72423 0.22
H -0.70224 0.75601 -1.97339 0.12
H -0.41486 1.12912 0.43267 0.35
H -1.26590 -0.89875 -1.74732 0.27
```

Properties
HOMO energy (alpha / beta)   -7.79 / -7.79 eV

---

So which one is most stable? That would be (a), about 59.4 kcal/mol below the next structure.

---

(a)
Here is one molecule with the formula C3H6O2 from the OMol25 dataset. Energies are from the ωB97M-V functional and the def2-TZVPD basis.

```
11
Properties=species:S:1:pos:R:3:mulliken_charge:R:1
C 1.16853 -0.39543 -0.23564 -0.23
C 0.61225 0.96139 0.30954 -0.35
C -1.13835 -0.33699 0.05168 -0.21
H 1.26881 -0.39106 -1.45525 0.22
H 2.14624 -0.76906 0.34124 0.26
H 1.12442 1.89862 -0.12979 0.24
H 0.50022 1.06112 1.41012 0.26
H -1.76194 -0.67595 -0.78411 0.24
H -1.65975 -0.42713 1.00742 0.25
O -0.69761 0.95827 -0.30384 -0.34
O 0.01353 -1.21706 0.16095 -0.36
```

Properties
Structure (SMILES)   C1COCO1
HOMO energy   -9.90 eV

---

(b)
Here is one molecule with the formula C3H6O2 from the OMol25 dataset. Energies are from the ωB97M-V functional and the def2-TZVPD basis.

```
11
Properties=species:S:1:pos:R:3:mulliken_charge:R:1
C 1.88211 0.17479 -0.13828 -0.87
C 0.70772 -0.88499 0.11445 -0.39
C -0.50260 -0.01143 0.12589 0.58
H 2.85818 -0.31774 -0.49632 0.31
H 1.95319 0.43751 0.95253 0.24
H 1.85645 0.89107 -1.02339 0.30
H 0.42734 -1.54888 -0.73918 0.25
H 0.75983 -1.48912 1.12398 0.28
H -2.22591 0.52464 -0.22724 0.36
O -1.87433 -0.45725 -0.15116 -0.52
O -0.39473 1.18629 0.12581 -0.55
```

Properties
Structure (SMILES)   CCC(=O)O
HOMO energy   -10.50 eV

---

So which one is most stable? That would be (b), about 10.9 kcal/mol below the next structure.

---

(a)
Here is one molecule with the formula C3H6O2 from the OMol25 dataset. Energies are from the ωB97M-V functional and the def2-TZVPD basis.

```
11
Properties=species:S:1:pos:R:3:mulliken_charge:R:1
C -1.67548 -0.48850 0.37046 -0.49
C -0.01599 1.01398 0.02183 -0.44
C 1.34227 0.24116 0.21477 0.07
H -2.77290 -0.54335 0.14858 0.24
H -1.60260 0.22293 1.31235 0.22
H -1.18665 -1.60994 0.22037 0.21
H 0.10159 1.62820 -0.77925 0.27
H -0.48101 1.43216 0.89977 0.38
H 2.19644 0.74929 0.87712 0.27
O -0.74779 0.07654 -0.71331 -0.36
O 1.47784 -0.88644 -0.07685 -0.38
```

Properties
Structure (SMILES)   COCC=O
HOMO energy   -9.39 eV

---

(b)
Here is C3H6O2 as an isolated structure from the OMol25 dataset. Energies are from the ωB97M-V functional and the def2-TZVPD basis.

```
11
Properties=species:S:1:pos:R:3:mulliken_charge:R:1
C 0.49338 -0.06038 0.33583 0.14
C -0.65476 0.92969 -0.11809 -0.41
C -0.49546 -1.06285 -0.11300 -0.39
H 2.21766 0.78421 -0.05227 0.33
H 0.59115 -0.05010 1.50350 0.22
H -0.90878 1.85285 0.46995 0.27
H -0.45687 1.27842 -1.16270 0.25
H -0.71864 -2.02599 0.46240 0.24
H -0.28178 -1.35528 -1.15951 0.25
O 1.81511 -0.15352 -0.17434 -0.53
O -1.60101 -0.13705 0.00823 -0.37
```

Properties
HOMO energy   -9.79 eV

---

So which one is most stable? That would be (b), about 33.8 kcal/mol below the next structure.

---

(a)
Here is one molecule with the formula C3H6O2S from the OMol25 dataset. Energies are from the ωB97M-V functional and the def2-TZVPD basis.

```
12
Properties=species:S:1:pos:R:3:mulliken_charge:R:1
O -1.16648 -0.34755 2.06047 -0.55
C -0.47048 -0.67161 1.13283 0.59
O 0.87973 -0.73554 1.26894 -0.44
C -0.91365 -0.77883 -0.30241 -0.62
C -0.71169 0.52500 -1.09780 -0.58
S 1.05240 0.94233 -1.29089 -0.19
H 1.03245 -0.50388 2.20332 0.33
H -1.98277 -0.97900 -0.30468 0.30
H -0.32524 -1.54448 -0.80925 0.35
H -1.05038 0.28460 -2.09458 0.33
H -1.32304 1.31427 -0.67170 0.38
H 0.93626 1.56077 -2.46627 0.12
```

Properties
Structure (SMILES)   O=C(O)CCS
HOMO energy   -9.31 eV

---

(b)
Here is one molecule with the formula C3H6O2S from the OMol25 dataset. Energies are from the ωB97M-V functional and the def2-TZVPD basis.

```
12
Properties=species:S:1:pos:R:3:mulliken_charge:R:1
C -1.01172 0.62789 -1.07145 -0.81
C -0.21856 -0.58771 0.39808 0.30
C 1.25494 -0.05398 0.26639 -0.37
O -0.54004 -1.88554 0.55108 -0.51
O 1.48240 1.14870 0.79269 -0.44
S -1.51408 0.60520 0.66065 -0.19
H -0.60185 1.52292 -1.30576 0.42
H -1.43394 -0.00884 -1.82797 0.31
H 1.56718 -0.13975 -0.74286 0.29
H 1.88600 -0.81181 0.82112 0.31
H -1.52794 -2.01037 0.77213 0.39
H 0.65762 1.59329 0.68589 0.31
```

Properties
HOMO energy   -8.19 eV

---

So which one is most stable? That would be (a), about 88.9 kcal/mol below the next structure.

---

(a)
Here is one molecule with the formula C3H6O2S from the OMol25 dataset. Energies are from the ωB97M-V functional and the def2-TZVPD basis.

```
12
Properties=species:S:1:pos:R:3:mulliken_charge:R:1
O 1.99626 -2.17106 0.70342 -0.50
O 1.02450 -0.02979 0.49809 -0.30
S -1.75705 0.46942 0.42418 -0.25
C 1.75256 -1.01825 1.13662 0.13
C 0.51891 -0.42607 -0.74734 -0.44
C -0.58041 0.44667 -0.91637 -0.53
H -0.77874 0.50676 1.44713 0.15
H 2.01657 -0.88860 2.18967 0.39
H 0.27788 -1.51889 -0.77097 0.32
H 1.20853 -0.25300 -1.46889 0.34
H -0.22303 1.50048 -1.04753 0.28
H -1.08041 0.07574 -1.73873 0.42
```

Properties
Structure (SMILES)   O=COCCS
HOMO energy   -9.20 eV

---

(b)
Here is one molecule with the formula C3H6O2S from the OMol25 dataset. Energies are from the ωB97M-V functional and the def2-TZVPD basis.

```
12
Properties=species:S:1:pos:R:3:mulliken_charge:R:1
O 1.31478 -0.65104 -1.61011 -0.53
C 1.38813 -0.20721 -0.49802 0.46
O 2.57655 -0.21103 0.20897 -0.46
C 0.30144 0.39531 0.25920 -0.37
C -1.06182 -0.20485 -0.24441 -0.42
S -2.52100 0.01658 0.77067 -0.47
H 3.33590 -0.28659 -0.35270 0.34
H 0.25926 0.28707 1.36561 0.34
H 0.33670 1.51022 0.15205 0.25
H -0.79055 -1.31093 -0.41895 0.27
H -1.41078 0.18328 -1.23975 0.28
H -3.72861 0.47918 1.60744 0.31
```

Properties
Structure (SMILES)   O=C(O)CCS
HOMO energy   -8.86 eV

---

(c)
Here is C3H6O2S as an isolated structure from the OMol25 dataset. Energies are from the ωB97M-V functional and the def2-TZVPD basis.

```
12
Properties=species:S:1:pos:R:3:mulliken_charge:R:1
O -2.20336 0.14089 -1.01277 -0.56
C -1.42824 -0.39323 -0.15371 0.63
O -1.55000 0.15788 1.11788 -0.47
C -0.46486 -1.39580 -0.38105 -0.09
C 0.77050 -1.35512 0.45699 -0.69
S 1.86728 0.13180 0.44201 -0.12
H -2.42335 0.68334 1.21790 0.35
H -0.23742 -1.74003 -1.38405 0.31
H 1.94536 4.00029 -1.00882 0.14
H 1.31781 -2.28199 0.35767 0.36
H 0.42471 -1.15566 1.47228 0.29
H 1.98157 3.20762 -1.12434 -0.14
```

Properties
HOMO energy   -8.74 eV

---

So which one is most stable? That would be (a), about 48.8 kcal/mol below the next structure.